A structure of composition C45H42P3SiSn at a distorted geometry. Source: the OMol25 dataset; level of theory: ωB97M-V with the def2-TZVPD basis set.

Last column: Mulliken charge in e.
Atoms and positions in Å:
C 18.338 14.064 9.334  -0.52
H 15.712 16.236 7.440  0.48
H 10.743 16.142 6.999  0.29
C 14.020 10.548 7.185  -0.52
H 6.518 10.166 9.805  0.28
H 13.427 10.082 5.175  0.53
C 13.475 14.427 5.578  -0.93
C 13.859 9.728 6.066  -0.79
C 13.344 14.733 13.514  -1.13
H 15.451 15.334 5.157  0.45
C 12.519 15.667 11.433  0.16
H 11.485 9.971 11.464  0.63
C 14.873 15.603 7.169  -0.61
H 17.722 14.803 11.245  0.41
H 15.849 8.453 9.055  0.33
C 16.366 8.987 13.043  -1.07
H 13.240 14.104 4.605  0.61
C 14.160 10.499 12.119  0.00
C 14.650 15.163 5.856  -0.82
C 14.775 10.068 8.260  0.21
H 7.741 8.699 5.192  0.39
H 14.225 15.745 9.150  0.45
C 16.471 13.150 10.552  -0.27
H 6.885 13.415 6.840  0.57
C 15.134 10.002 11.221  0.25
H 6.092 13.068 9.367  0.46
C 14.340 8.434 6.040  -0.68
C 6.757 8.188 7.075  -0.55
H 11.605 13.685 6.432  0.14
H 6.986 12.114 10.555  0.40
C 7.531 9.004 6.235  -0.62
C 7.061 12.914 9.798  -1.25
H 13.008 16.783 13.160  0.57
C 18.176 13.068 8.352  -0.89
Si 13.104 11.576 11.079  0.30
C 11.580 10.635 10.559  -1.80
C 9.595 15.842 10.221  -0.80
C 8.759 16.936 10.223  -0.73
C 7.483 10.690 7.930  1.06
H 17.126 11.324 7.745  0.42
Sn 10.802 11.910 8.256  0.94
H 17.237 8.541 13.449  0.47
H 6.373 7.302 6.620  0.44
H 13.590 14.988 14.517  0.51
C 16.249 9.321 11.681  -0.76
P 8.093 12.272 8.463  0.94
C 10.393 15.548 9.103  1.06
H 11.609 9.898 9.789  0.59
C 6.881 9.836 8.824  -0.55
C 12.583 14.192 6.647  -0.49
C 8.623 17.720 9.084  -0.64
C 12.418 14.435 10.864  -0.80
C 14.053 15.299 8.194  -0.51
H 13.862 12.629 13.466  0.13
H 10.662 11.281 10.672  0.44
C 12.879 13.311 11.629  0.98
C 9.375 17.422 7.960  -0.59
P 11.615 14.246 9.203  0.85
H 13.483 10.353 14.220  0.53
H 8.033 18.653 9.122  0.41
H 12.299 16.587 10.857  0.52
H 9.355 18.008 7.078  0.53
C 17.200 12.109 8.511  -0.58
C 15.261 8.806 8.225  -0.44
H 8.178 17.183 11.130  0.44
C 17.534 14.050 10.464  -0.72
H 7.412 13.827 10.198  0.29
H 5.922 7.828 8.956  0.36
C 6.532 8.546 8.371  -0.74
C 14.925 7.939 7.196  -0.76
C 12.985 15.819 12.761  -0.99
C 16.348 12.145 9.609  0.57
H 15.320 6.907 7.161  0.38
H 18.817 13.023 7.500  0.54
C 7.922 13.542 7.191  -1.16
H 15.866 13.170 11.446  0.36
C 10.243 16.321 7.950  -0.77
C 13.351 13.473 12.922  -0.19
H 8.544 10.925 6.043  0.26
C 12.883 14.598 7.977  1.18
H 9.731 15.257 11.128  0.71
H 15.395 9.135 14.956  0.48
P 14.996 10.997 9.778  1.94
H 8.508 13.318 6.278  0.36
H 17.033 9.039 11.009  0.50
H 8.063 14.578 7.599  0.24
C 14.244 10.115 13.482  -0.54
H 14.242 7.848 5.130  0.44
H 19.117 14.865 9.394  0.39
C 7.957 10.239 6.665  -0.56
C 15.355 9.392 13.919  -0.54
H 13.692 11.546 7.180  1.15

Properties
**Total charge**: +3
**HOMO-LUMO gap**: 7.0009 eV
**Lowest unoccupied orbital energy**: -9.10 eV

A structure of composition C45H43Br2N5O9P3SW at a distorted geometry. Source: the OMol25 dataset; level of theory: ωB97M-V with the def2-TZVPD basis set.

Last column: Löwdin spin population.
Atoms and positions in Å:
C 4.617 -2.322 0.196  0.00
H 3.643 1.757 -4.194  0.00
C -2.860 0.987 6.411  0.00
H 4.092 -3.263 0.131  0.00
C -3.475 3.465 0.306  0.00
H -0.298 7.615 -0.792  0.00
C 2.121 -2.675 1.862  0.00
H 6.092 -2.994 -1.195  0.00
H -4.268 1.835 -1.583  0.00
C -1.347 2.406 5.220  0.00
H -3.808 0.933 6.918  0.00
H -1.132 3.397 4.804  0.00
N 2.081 -2.319 -1.370  0.02
O 2.666 -3.890 1.509  0.00
N 0.790 1.604 4.468  0.00
H 2.755 -4.905 -3.420  0.00
C 5.713 -2.087 -0.656  0.00
C -3.809 1.202 -4.906  0.00
C -3.999 1.931 2.165  0.00
C 2.222 -3.535 -1.858  0.03
N 2.855 -1.477 1.782  -0.01
H -4.636 1.685 2.975  0.00
C 2.776 1.136 -2.408  0.01
Br 3.649 -0.565 -6.107  0.00
C -4.394 1.238 -3.610  0.00
C -4.289 3.128 1.428  0.00
H -3.768 4.344 -0.174  0.00
C -2.351 2.718 0.018  0.00
H -0.572 5.369 -0.210  0.00
H 2.215 -3.216 4.000  0.00
H -5.461 1.075 -3.444  0.00
H 7.275 -0.635 -1.080  0.00
H -2.095 1.690 -6.076  0.00
H -1.350 8.593 -3.060  0.00
H 3.227 -3.005 -5.027  0.00
C 5.815 0.072 0.342  0.00
H -2.725 0.237 2.272  0.00
C -1.998 -0.096 6.225  0.00
C -1.669 4.796 -1.921  0.00
C -1.015 5.748 -1.138  0.00
C 6.295 -0.825 -0.598  0.00
H -0.864 2.576 -4.100  0.00
N 1.800 0.639 4.452  0.01
H -2.701 -4.337 2.036  0.00
C -2.542 1.641 -5.114  0.00
C 1.908 0.020 3.314  0.02
H 4.438 0.632 1.799  0.00
C -2.220 5.234 -3.113  0.00
H 4.154 -3.586 2.972  0.00
O -0.473 -1.160 -0.949  0.06
C -2.505 2.209 5.917  0.00
H 6.221 1.105 0.419  0.00
C -2.046 1.585 0.773  0.00
C -0.420 1.344 5.061  0.00
C -2.397 2.289 -2.741  0.00
H 3.135 -5.014 3.168  0.00
O 2.014 0.172 -0.350  0.01
O -2.595 -1.348 -2.244  0.00
C 4.104 -1.366 1.050  0.01
C 2.923 -2.816 -4.013  0.01
C 3.332 0.876 -3.668  0.00
C 3.648 -4.406 2.440  0.00
C -2.860 1.182 1.765  0.00
H -2.074 -5.066 -1.780  0.00
H 0.777 -4.895 0.796  0.00
N 2.980 -0.753 3.049  0.00
H 0.787 -3.687 3.157  0.00
P -1.382 3.023 -1.437  0.00
C -2.071 6.587 -3.497  0.00
H 0.855 -2.039 3.556  0.00
H 1.891 -4.328 -1.233  0.00
C 4.720 -0.135 1.094  0.00
H -0.086 -0.758 5.453  0.00
C 2.676 -3.846 -3.178  0.00
H -2.941 -1.889 0.638  0.00
H -5.099 3.836 1.683  0.00
O -1.936 -4.863 1.778  0.00
C 2.930 -1.513 -3.499  0.00
C 1.468 -2.877 3.251  0.01
C 3.352 -0.369 -4.285  0.01
H -2.290 -1.001 6.653  0.00
H -3.216 3.074 6.005  0.00
H -4.418 0.827 -5.736  0.00
C -2.262 -3.368 -0.530  0.00
P -1.296 -2.165 -1.762  0.01
H -3.374 -3.977 -2.358  0.00
H -3.619 -4.991 -0.892  0.00
C 2.437 0.050 -1.564  0.00
C -2.841 -4.407 -1.453  0.00
S 0.406 0.147 2.213  0.07
H -2.597 6.840 -4.460  0.00
P -1.106 -3.947 0.770  0.01
W 1.055 -1.403 0.503  1.66
H -2.373 -0.424 -2.392  0.00
Br 2.547 2.939 -1.920  0.00
H 4.337 -5.069 1.834  0.00
C -0.771 0.045 5.581  0.00
O -0.043 -4.962 0.267  0.01
C 2.518 -1.294 -2.147  0.00
C -1.831 2.144 -4.002  0.00
O -0.779 -3.047 -2.827  0.00
H -2.822 4.669 -3.810  0.00
C -3.717 1.719 -2.505  0.00
H -1.118 1.133 0.573  0.00
H 0.904 2.294 3.794  0.00
C -1.470 7.540 -2.691  0.00
O -0.550 -2.698 1.414  0.04
O -3.300 -2.749 0.296  0.00
C -0.894 7.030 -1.478  0.00

Properties
**ΔE to the lowest compared entry with this formula, charge and spin**: 0.068 eV
**Total charge**: -1
**HOMO-LUMO gap (spin up / spin down)**: 5.7832 / 5.6923 eV
**Multiplicity**: 3
**Lowest unoccupied orbital energy (spin up / spin down)**: 1.94 / 1.78 eV

| no. | total energy (a.u.) |
| --- | --- |
| 1 | -3266.92029 |
| 2 | -9329.11743 |